DFT (the ωB97M-V functional and the def2-TZVPD basis) results for C67H128N4P5RbSi5Te as an isolated structure at a distorted geometry.

Summary:
* largest force on an atom: 0.035 hartree/bohr
* HOMO energy: -0.0436 Eh
* orbital gap: 4.49 eV
* lowest unoccupied orbital energy: 3.31 eV
* E_tot: -171305.4339 eV

```
! wB97M-V def2-TZVPD RIJCOSX def2/J DEFGRID3
* xyz -2 1
Te 2.42422 2.52318 0.96350
Rb -0.04451 -0.25525 -0.79307
P -2.47745 1.17502 -3.37492
P 3.69522 -2.50146 -1.71296
P 1.08268 -1.62717 2.79914
P -1.56276 -3.37819 -0.68355
P 2.62049 0.17374 -3.15431
Si 4.14974 4.61102 3.70418
Si 2.58073 4.70892 1.96003
Si -1.95883 -1.35722 1.64681
Si 0.64205 5.57899 2.92871
Si 3.37290 6.36013 0.50098
N -4.14856 1.17562 -2.83597
N -2.78141 1.38877 -5.07226
N -2.15902 2.79575 -2.91747
N -1.52208 0.07498 -3.00928
C 2.37226 6.56318 -1.10282
C -0.27114 4.29179 3.97717
C 1.04062 7.03590 4.09522
C -1.63062 -6.05630 -4.09185
C 2.72913 -4.06592 3.49675
C 4.64644 -1.82876 -3.17666
C -1.30740 -4.77512 0.54521
C 5.14991 5.95268 -0.04409
C 3.83291 -0.88646 -4.09123
C -0.70022 -6.68313 2.41777
C -2.29751 -3.92159 5.00881
C -0.77306 3.14868 -2.64626
C -2.19093 -6.57683 2.05099
C -5.09175 0.35377 -3.56446
C -0.68333 4.18693 -1.53336
C -0.23552 -2.55406 3.70309
C -1.45754 -3.64869 -4.81750
C 3.81942 -2.14057 2.24012
C 1.91296 1.08946 -4.58600
C 5.15916 -4.23340 2.72826
C -6.69607 0.52325 -1.62769
C -1.92732 -3.20852 -3.43259
C 5.54240 3.39441 3.27662
C -2.84824 0.02741 2.70562
C -2.55293 -3.18146 3.86738
C -5.91354 -2.34377 0.44418
C -3.13020 3.84125 -2.63917
C -1.33414 5.49655 -2.00432
C 2.37870 -3.48364 -2.55119
C 5.01943 6.25206 4.14021
C -3.51519 -2.23191 0.87674
C -1.50295 -4.23530 -2.36923
C 0.05659 -5.45333 0.35210
C -1.00408 -3.97382 5.51540
C -0.61312 6.24897 1.67043
C -2.40001 -5.83419 0.71746
C 1.42919 -0.69246 6.55260
C -1.63875 1.92547 -7.62474
C -1.40979 0.56013 -6.93609
C 2.49218 -2.88068 2.55699
C 0.73741 0.80884 4.10690
C 4.84204 -3.91811 -1.34280
C -0.23340 0.64686 5.27322
C -2.52597 5.21185 -2.94050
C -2.08267 -5.61537 -2.69351
C -2.01561 -5.03092 -5.15820
C -1.54707 -2.48350 3.18797
C 3.45928 8.12485 1.22455
C -4.83804 -1.92208 1.21116
C -5.69227 -3.09102 -0.70414
C -2.51992 0.25189 -5.92933
C 3.81248 -4.97217 2.90592
C 1.75695 -0.34136 3.99798
C 3.77210 1.45747 -2.52702
C 5.01550 -2.73202 2.98622
C -5.60624 1.28177 -0.87075
C 3.39009 3.98269 5.33201
C 2.39215 -0.67570 5.35971
C -6.52226 0.69176 -3.13888
C -4.39471 -3.42396 -1.06626
C 0.55406 0.55725 6.57787
C 0.01103 -3.29118 4.86685
C -3.31233 -3.00966 -0.29242
C -3.13462 2.63128 -5.71843
C -4.23141 0.89101 -1.40433
C 0.15607 -6.76207 1.15628
C -2.98593 2.53318 -7.23616
H -3.79687 1.92539 -7.64757
H 4.49296 -0.23861 -4.67605
H 2.55742 0.06350 3.36903
H -4.97283 0.53880 -4.63314
H 5.53231 -4.38656 1.71190
H -3.17556 -5.60269 -2.66588
H -2.19856 -0.55183 -5.26268
H 6.07031 3.72047 2.37592
H 1.88570 -4.09608 -1.79210
H -6.92760 -2.08134 0.72921
H -0.54192 -6.18374 -4.09290
H -3.44458 3.83177 -1.58180
H -4.24002 -4.00115 -1.96681
H -0.84778 2.62285 -7.33402
H 1.47671 7.86980 3.53782
H -1.26935 -4.21777 1.48123
H 1.81143 -4.64358 3.60334
H 2.78246 -4.12768 -3.33627
H 5.92834 -2.21368 2.68189
H 1.28251 1.74951 4.23892
H -3.10837 -4.96924 -5.21640
H 0.19836 0.88964 3.15986
H 1.18416 1.44994 6.67652
H -3.42682 -0.08492 -6.46453
H 1.33031 6.80864 -0.88078
H -0.41179 -4.34358 -2.46800
H 5.12410 2.40855 3.06249
H -1.66611 6.07478 -1.13803
H -1.34491 -0.24398 -7.67606
H 4.89477 -2.55859 4.05921
H 3.03840 -3.73667 4.49222
H -7.68656 0.87332 -1.31817
H -4.02407 3.66208 -3.23257
H 3.94660 8.11886 2.20290
H -5.66037 1.05587 0.19869
H 3.45585 -5.33029 1.93447
H -3.38768 -5.37549 0.70027
H -3.55904 0.57348 2.07619
H -1.74212 -6.35276 -1.96546
H -5.03547 -1.32354 2.09530
H -2.10794 0.75228 3.05348
H 5.05811 -2.66856 -3.74553
H 0.77278 -1.55950 6.50085
H -2.36147 -6.55082 -0.10465
H 5.74514 6.14768 4.95084
H 2.45470 8.53581 1.36031
H -2.07253 -7.02939 -4.33194
H 1.19969 -6.96919 1.40999
H -0.25314 2.23111 -2.37638
H 4.01623 8.80806 0.57844
H -6.74429 1.72645 -3.42082
H 5.78394 -3.52237 -0.95762
H 2.93102 -1.62668 5.30108
H -4.17235 2.92805 -5.48509
H -0.53180 -7.55987 3.04946
H -7.22289 0.03976 -3.67171
H -3.09650 -4.45622 5.51268
H -2.48421 3.43499 -5.35159
H -2.71166 -6.04395 2.84812
H -0.13068 6.92433 0.95819
H 5.49550 -1.28316 -2.75437
H 5.91378 -4.64681 3.40324
H -0.36163 -3.68551 -4.83002
H 2.14741 -3.34011 1.62127
H 1.00391 -3.33105 5.28993
H -0.92472 1.49336 5.29929
H 4.14131 3.81751 6.10853
H -0.47349 0.58528 -6.37831
H -3.38247 -0.34144 3.59066
H 2.87156 3.03434 5.16289
H 3.94023 -5.85228 3.54190
H 5.55101 6.64359 3.26831
H 2.00915 -0.77332 7.47848
H 5.19525 4.95044 -0.47785
H 0.15904 7.40983 4.62208
H -1.65425 -5.35630 -6.13951
H 2.37700 5.64149 -1.69001
H -4.92065 -0.72464 -3.38536
H 1.37463 0.38907 -5.22481
H -3.01756 -3.11642 -3.44885
H 3.17984 2.25549 -2.07834
H -0.19876 -7.59884 0.54418
H -3.44554 1.44641 -0.88487
H -0.27808 3.56704 -3.54350
H -0.82993 -0.25992 5.13820
H 4.28609 7.00532 4.44378
H -6.62322 -0.53916 -1.37613
H -3.56864 -3.14085 3.48291
H 2.65563 4.69243 5.72326
H -3.29009 5.98732 -2.83906
H 0.37395 3.92480 4.78061
H 0.83308 -4.75539 0.67992
H -6.52597 -3.41282 -1.31890
H 5.53231 6.66391 -0.78096
H -5.74702 2.36000 -1.00029
H -0.11906 0.52741 7.43999
H 0.35751 4.34974 -1.25029
H -2.19010 5.22586 -3.98105
H 4.39419 1.85223 -3.33443
H 2.68403 1.60420 -5.16544
H 1.18643 1.80900 -4.20817
H -1.42731 6.79783 2.15048
H -0.78785 -4.54183 6.41401
H -1.19814 3.79611 -0.65141
H -0.58967 6.10027 -2.53144
H 5.04562 -4.51747 -2.23404
H 5.82397 5.96614 0.81793
H -1.54248 -2.21214 -3.19367
H -1.77096 -2.91720 -5.56776
H -1.58962 1.81831 -8.71196
H 0.24110 -5.66691 -0.70630
H -4.05674 -0.17856 -1.19927
H -3.07901 3.53503 -7.66437
H 4.39863 -4.56212 -0.58021
H -0.40002 -5.80567 2.99881
H 3.74957 -1.07951 2.48287
H 3.25698 -1.48869 -4.79958
H 4.01320 -2.18115 1.16768
H 2.77806 7.36248 -1.72879
H 1.62794 -2.80937 -2.96437
H 3.14427 0.09856 5.56012
H -1.17784 4.69624 4.43493
H -1.05039 5.42673 1.09902
H 4.39502 1.04443 -1.73276
H 6.27486 3.29182 4.08255
H -0.55381 3.42987 3.36732
H 1.77244 6.73001 4.84834
H -2.63199 -7.57708 1.98329
*
```